# IN2

The ion IN2 with charge +1 in a non-equilibrium geometry (ωB97M-V/def2-TZVPD, the Open Molecules 2025 dataset).

Properties
ΔE to the lowest compared entry with this formula, charge and spin	2.4430	eV
net charge	+1
calculated total energy	-11068.4052	eV
HOMO-LUMO gap (spin up / spin down)	9.29 / 9.29	eV
largest force on an atom	0.361	hartree/bohr

Each line ends with the Mulliken charge.
Geometry (Å):
N -0.318 -0.430 0.391  0.20
N 0.328 0.407 -0.412  -0.06
I 1.126 1.729 -1.397  0.87